(1)
C2H8N4O2 in the gas phase at a distorted geometry, computed with the ωB97M-V functional and the def2-TZVPD basis.

Last columns: bonded neighbours and bond lengths (Å).
Positions of all 16 atoms, in Å:
1 H -3.018 0.529 -0.756  N11 1.128
2 C -0.284 0.195 -0.155  N5 1.215, N10 1.380, N13 1.418
3 C 1.363 -1.570 0.308  H7 1.058, H12 1.097, N13 1.424, H15 1.240
4 O 0.591 2.276 0.312  N10 1.460, H16 1.137
5 N -1.186 -0.609 -0.276  C2 1.215, N11 1.528
6 H -1.386 1.863 0.383  N10 1.112
7 H 0.669 -2.035 0.958  C3 1.058
8 H -3.088 -1.320 -0.238  N11 1.238
9 H 1.716 1.301 -0.552  O14 0.975
10 N -0.537 1.548 -0.263  C2 1.380, O4 1.460, H6 1.112
11 N -2.629 -0.198 0.014  H1 1.128, N5 1.528, H8 1.238
12 H 2.402 -1.570 0.661  C3 1.097
13 N 1.059 -0.199 0.069  C2 1.418, C3 1.424, O14 1.345
14 O 1.929 0.378 -0.780  H9 0.975, N13 1.345
15 H 1.294 -2.194 -0.761  C3 1.240
16 H 1.105 1.607 1.074  O4 1.137

M ... 120.11 g/mol
Structure (SMILES) ... CN(O)/C(=N/N)NO
HOMO energy ... -8.6180 eV
LUMO ... 0.69 eV
Relative energy (zero: lowest compared OMol25 entry of this formula, charge and spin) ... 857.93 kJ/mol
E_tot ... -450.25873 hartree
Largest force on an atom ... 5.70 eV/A
2S+1 ... 1

In elementary charge units, the natural (NBO) charges are:
1. H 0.355
2. C 0.457
3. C -0.408
4. O -0.604
5. N -0.358
6. H 0.387
7. H 0.228
8. H 0.390
9. H 0.482
10. N -0.325
11. N -0.714
12. H 0.215
13. N -0.188
14. O -0.562
15. H 0.175
16. H 0.468

(2)
C2H8N4S in the gas phase at a distorted geometry, computed with the ωB97M-V functional and the def2-TZVPD basis.

Last columns: bonded neighbours and bond lengths (Å).
Positions of all 15 atoms, in Å:
1 N 1.132 1.296 -1.748  H8 1.271, N11 1.461, H15 1.075
2 N 1.226 -0.156 1.026  C12 1.218, N14 1.338
3 H -2.132 1.110 0.495  C5 1.072
4 H -2.388 -0.636 1.576  C5 1.329
5 C -2.235 0.044 0.444  H3 1.072, H4 1.329, S6 1.876, H13 1.178
6 S -0.855 -0.819 -0.488  C5 1.876, C12 1.850
7 H 1.327 2.121 -0.024  N11 0.964
8 H 1.174 0.035 -1.593  N1 1.271
9 H 0.489 -1.840 1.032  N14 0.953
10 H 1.607 -1.742 2.166  N14 1.077
11 N 0.603 1.628 -0.427  N1 1.461, H7 0.964, C12 1.502
12 C 0.588 0.204 0.053  N2 1.218, S6 1.850, N11 1.502
13 H -3.206 0.033 -0.223  C5 1.178
14 N 0.786 -1.226 1.697  N2 1.338, H9 0.953, H10 1.077
15 H 0.456 1.750 -2.451  N1 1.075

M ... 120.18 g/mol
Structure (SMILES) ... CS/C(=N\N)NN
HOMO energy ... -8.6475 eV
LUMO ... 0.43 eV
Relative energy (zero: lowest compared OMol25 entry of this formula, charge and spin) ... 433.37 kJ/mol
E_tot ... -698.00358 hartree
Largest force on an atom ... 5.64 eV/A
2S+1 ... 1

In elementary charge units, the natural (NBO) charges are:
1. N -0.677
2. N -0.274
3. H 0.237
4. H 0.238
5. C -0.741
6. S 0.109
7. H 0.360
8. H 0.360
9. H 0.346
10. H 0.352
11. N -0.477
12. C 0.171
13. H 0.236
14. N -0.603
15. H 0.363